{
  "formula": "C4H10N2",
  "method": "wB97M-V/def2-TZVPD",
  "gap_ha": 0.379,
  "species": ["H", "H", "H", "H", "H", "H", "N", "C", "N", "H", "C", "C", "C", "H", "H", "H"],
  "positions_angstrom": [[-1.426406, -0.768994, 1.428107], [1.426323, 2.479742, 1.705038], [1.936601, 0.182008, 2.265853], [-2.308028, -0.826472, -2.324528], [2.260869, -0.207077, 0.647645], [-1.489871, -2.458597, -2.310453], [1.979548, 0.485066, 1.343408], [-1.376397, -1.474810, -2.007102], [0.834514, 1.844075, -0.186256], [-0.485116, -1.135307, -2.662156], [-1.758817, -0.986928, 0.439061], [-1.068328, -1.468743, -0.541451], [1.339236, 1.634032, 0.971823], [-2.879002, -0.706922, 0.446246], [0.491397, 2.792356, -0.080611], [-0.039363, -1.876035, -0.389198]],
  "forces_ev_per_angstrom": [[0.9, -0.6, 0.6], [-0.4, -1.0, -0.1], [0.1, -0.4, 1.6], [1.8, -1.4, 0.8], [-0.6, 0.5, 0.3], [-0.7, -2.1, -0.8], [0.5, 0.0, -1.8], [-0.5, 2.9, -1.1], [0.2, 0.0, 1.1], [-1.3, -0.1, 1.4], [-3.6, 1.2, 1.6], [2.3, -0.4, -1.8], [0.3, 0.7, -0.2], [1.8, -0.2, -1.0], [-0.2, 0.2, -0.8], [-0.7, 0.6, 0.4]],
  "lowdin_charge": [0.0284, 0.1223, 0.0547, 0.1115, 0.1001, 0.0231, 0.0691, -0.1304, 0.0558, 0.0985, -0.0513, -0.2869, -0.4047, 0.0876, 0.0210, 0.1011]
}

{
  "formula": "C4H10N2",
  "method": "wB97M-V/def2-TZVPD",
  "gap_ha": 0.321,
  "species": ["H", "N", "H", "C", "C", "C", "H", "H", "H", "H", "C", "H", "H", "N", "H", "H"],
  "positions_angstrom": [[1.653674, 1.926985, -0.045656], [0.682557, -1.573160, -1.350701], [-2.332035, -0.638868, 0.879246], [-0.575909, -0.003418, 0.013650], [-0.244854, 1.197376, 0.905884], [1.253863, 1.604419, 0.917523], [-0.820093, 2.055644, 0.503199], [1.765151, 0.677984, 1.195676], [1.667452, -1.576547, -1.601467], [0.242058, -1.801103, -2.250992], [0.151423, -0.245475, -1.127080], [1.492527, 2.222289, 1.782156], [-1.083351, -1.723077, 1.057418], [-1.466842, -0.976207, 0.489925], [-0.656938, 0.965809, 1.882259], [0.239309, 0.520379, -1.899422]],
  "forces_ev_per_angstrom": [[-0.3, 0.3, 0.3], [-2.0, -0.1, -1.9], [0.2, 0.4, 0.2], [1.4, 0.2, -1.0], [-1.0, 1.5, -2.0], [-0.5, -1.7, 1.0], [0.0, 0.0, 0.5], [0.3, -0.1, -0.4], [0.0, 0.6, 0.4], [0.3, -0.9, 0.2], [0.0, 0.1, 1.7], [-0.1, 0.7, -0.4], [0.0, 0.0, -0.1], [0.2, -1.5, 0.6], [0.2, 0.1, 0.2], [1.1, 0.4, 0.6]],
  "lowdin_charge": [0.0690, 0.0025, 0.0758, -0.3442, -0.2078, -0.1079, 0.1056, 0.0675, 0.0645, 0.0667, -0.1819, 0.0622, 0.0807, 0.0475, 0.0969, 0.1028]
}

{
  "formula": "C4H10N2O",
  "method": "wB97M-V/def2-TZVPD",
  "s2": 0.7534,
  "total_charge": -1,
  "multiplicity": 2,
  "gap_ha": [0.122, 0.255],
  "species": ["H", "O", "N", "H", "N", "H", "H", "H", "H", "H", "C", "H", "H", "C", "H", "C", "C"],
  "positions_angstrom": [[-2.182148, -1.324895, 1.532081], [-3.170391, 0.315830, -0.003715], [0.367669, -0.260050, -0.467032], [0.912315, -1.060420, -0.174001], [2.602774, 0.438824, -1.026004], [-1.264560, -2.228425, 0.338026], [0.816743, 1.423692, -1.495057], [-0.529930, -1.711420, 1.850333], [1.241910, 1.533640, 0.207796], [-1.703343, 1.358140, -1.042143], [-0.797876, -0.084337, 0.387023], [3.231341, 1.222439, -0.979782], [-0.584564, 0.614333, 1.231431], [-1.965681, 0.520566, -0.365274], [2.970633, -0.224352, -0.366118], [-1.212175, -1.394116, 1.044681], [1.267276, 0.860547, -0.672239]],
  "forces_ev_per_angstrom": [[-0.2, 0.3, -0.3], [-0.3, 0.2, 0.2], [1.1, -0.7, -0.1], [-0.1, -0.1, 0.2], [0.2, -0.2, -0.5], [-0.1, 0.2, -0.2], [0.4, 0.3, -0.1], [0.2, 0.2, -0.2], [0.1, -0.1, 0.1], [0.0, 0.0, 0.1], [-1.0, 0.4, 0.0], [0.1, 0.3, -0.1], [0.5, 0.1, 0.2], [0.3, -0.4, -0.3], [-0.1, -0.3, 0.4], [0.3, -0.7, 0.5], [-1.6, 0.5, 0.3]],
  "mulliken_spin": [0.0110, 0.0453, -0.0174, 0.0534, 0.0301, 0.0589, 0.0022, -0.1580, 0.0393, 0.1159, -0.1503, -0.0139, 0.0835, 0.7133, -0.0425, 0.2000, 0.0290]
}

{
  "formula": "C4H10N2O",
  "method": "wB97M-V/def2-TZVPD",
  "gap_ha": [0.314, 0.235],
  "species": ["H", "C", "C", "C", "N", "N", "C", "H", "H", "H", "H", "O", "H", "H", "H", "H", "H"],
  "positions_angstrom": [[-1.276462, 1.707849, 1.479777], [1.371988, -0.979027, -0.861286], [0.791533, 0.043162, -0.049099], [-0.665186, 0.036516, 0.268554], [-1.608533, -0.763789, -0.381792], [-1.424796, 0.291629, -1.286828], [-1.135777, 0.627683, 1.565659], [0.911718, -1.957565, -0.795148], [-0.443644, 0.410915, 2.376132], [-2.043827, 1.058042, -1.022897], [2.491845, 0.357585, 0.852304], [1.561506, 0.575770, 0.976265], [-1.389033, -1.694662, -0.717584], [1.544845, 0.252916, -2.007198], [-2.093516, 0.199582, 1.867231], [0.956569, 0.925995, -1.435991], [2.450771, -1.092603, -0.828099]],
  "forces_ev_per_angstrom": [[0.2, 0.0, 0.2], [0.7, -1.3, 0.7], [-1.2, -0.6, 2.3], [0.9, 0.2, -1.5], [-1.2, -1.3, 0.9], [1.3, 0.9, 0.9], [-0.4, 0.6, 0.0], [-0.4, -0.1, -0.7], [0.3, 0.2, -0.1], [-0.6, -0.4, 0.1], [-0.1, 0.0, -0.2], [-0.3, 0.3, -0.2], [0.5, 0.4, -0.5], [-1.3, 1.6, 0.2], [0.0, 0.0, -0.4], [1.5, -0.8, -1.7], [0.1, 0.4, -0.1]],
  "lowdin_charge": [0.0859, -0.0539, -0.4765, -0.3613, -0.0766, 0.0601, -0.0205, 0.0680, 0.0780, 0.0662, 0.1031, 0.0126, 0.1055, 0.1253, 0.0818, 0.1396, 0.0627]
}

Calculated values (kcal/mol) of energy above the lowest of the compared OMol25 structures with the same formula, charge and spin for the records, taken in order: 47.8; 61.2; 18.7; 233.2.